{"formula": "C2H2N2O3", "method": "the ωB97M-V functional and the def2-TZVPD basis", "species": ["C", "C", "N", "N", "O", "O", "O", "H", "H"], "xyz": [[0.457460, -0.522088, 0.051530], [-0.014106, 0.660409, -0.529992], [-0.286397, -1.230125, 0.813225], [0.849376, 1.348471, -1.233947], [-0.053699, -2.315932, 1.447687], [0.500772, 2.501782, -1.783648], [-1.862406, -0.377697, 1.613729], [1.412133, -0.870038, -0.075274], [-1.003134, 0.805217, -0.303310]], "forces_ev_per_a": [[-1.710, -0.640, 1.031], [2.526, 0.833, -1.412], [-3.462, 0.325, 3.387], [-0.362, 0.455, -0.035], [0.511, 0.574, -0.964], [-0.128, -0.590, 0.249], [2.716, -1.380, -1.878], [2.427, -0.888, -0.583], [-2.517, 1.311, 0.206]], "de_lowest_kcal_mol": 142.4, "e_lumo_ev": [7.339, 7.353], "e_tot_ev": -11219.795, "e_homo_ha": [0.048, 0.048], "total_charge": -2}

---

{"formula": "C2H2N2O3", "method": "the ωB97M-V functional and the def2-TZVPD basis", "species": ["C", "C", "N", "N", "O", "O", "O", "H", "H"], "xyz": [[1.105198, -0.333352, -0.858463], [-0.277310, 0.093083, 1.152724], [-0.854011, 1.054956, 0.574766], [0.643867, -1.365902, -1.116786], [0.202253, -2.452718, -1.211094], [0.180664, -0.590428, 1.978313], [-0.718842, 1.552729, -0.608151], [1.411509, 0.660716, -1.000885], [-1.693328, 1.380916, 1.089575]], "forces_ev_per_a": [[-0.115, -0.527, -0.254], [0.591, -0.822, 1.231], [-1.335, 0.417, 0.825], [0.642, 0.999, 0.595], [-0.571, -1.227, -0.345], [-0.241, 0.221, -0.533], [0.394, 0.605, -1.367], [0.203, 0.634, -0.191], [0.431, -0.300, 0.039]], "de_lowest_kcal_mol": 160.0, "e_lumo_ev": -0.660, "e_tot_ev": -11221.867, "e_homo_ha": -0.324}

---

{"formula": "C2H2N2O3", "method": "the ωB97M-V functional and the def2-TZVPD basis", "species": ["C", "C", "H", "H", "N", "N", "O", "O", "O"], "xyz": [[0.623935, 1.384622, -0.107312], [0.433846, 0.157705, 0.636444], [-0.998518, -2.628730, -0.118752], [1.121982, 2.295707, 0.313808], [-0.632365, -0.644667, 0.155876], [-0.188698, 1.274038, -1.126226], [-0.473737, -1.793638, -0.347770], [-1.113468, 0.145076, -0.919006], [1.227023, -0.190111, 1.512937]], "forces_ev_per_a": [[-3.378, -0.584, -1.120], [3.610, -2.281, 3.459], [0.130, 2.638, 0.743], [-0.026, -1.193, -1.267], [-2.006, 4.778, 1.309], [-0.709, 0.585, 0.920], [2.385, -6.184, -2.090], [1.671, 2.161, -0.851], [-1.677, 0.081, -1.104]], "de_lowest_kcal_mol": 139.8, "e_lumo_ev": -0.459, "e_tot_ev": -11222.741, "e_homo_ha": -0.365}

---

{"formula": "C2H2N2O3", "method": "the ωB97M-V functional and the def2-TZVPD basis", "species": ["C", "C", "N", "N", "O", "O", "O", "H", "H"], "xyz": [[1.906592, 0.106353, -0.151478], [-1.876937, -0.485233, -0.131981], [0.510756, 0.003676, -0.336992], [-0.485938, 0.461601, 0.311770], [-0.630361, 1.332223, 1.132031], [2.546174, 0.045960, 0.848334], [-1.595647, -1.620145, -0.268968], [2.356021, 0.099124, -1.138319], [-2.730661, 0.056441, -0.264398]], "forces_ev_per_a": [[-0.562, 0.396, -0.199], [5.356, -2.240, 0.389], [-1.286, 0.188, 0.463], [-0.359, -1.920, -1.327], [0.306, 0.527, 0.255], [-0.077, 0.029, 0.830], [-1.161, 1.192, 0.125], [0.280, 0.099, -0.464], [-2.497, 1.729, -0.074]], "de_lowest_kcal_mol": 100.1, "e_lumo_ev": -0.785, "e_tot_ev": -11224.464, "e_homo_ha": -0.374}

---

{"formula": "C2H2N2O3", "method": "the ωB97M-V functional and the def2-TZVPD basis", "species": ["C", "C", "N", "N", "O", "O", "O", "H", "H"], "xyz": [[2.040622, 0.464139, 0.002308], [-0.823628, 0.402740, 0.451745], [1.046053, 0.061246, -0.471250], [-0.422570, -0.997473, 0.261012], [3.076016, 0.902860, 0.207796], [-1.828691, 0.836463, -0.056621], [-1.028216, -1.475663, -0.709776], [-1.848202, -0.961842, -0.944545], [-0.211382, 0.767531, 1.259333]], "forces_ev_per_a": [[0.898, 0.123, 0.081], [-1.114, -0.011, 0.836], [-4.932, -2.174, -1.525], [2.547, 1.971, 0.563], [2.846, 1.202, 1.301], [1.031, -0.375, 0.073], [-1.684, -2.407, -1.574], [0.666, 0.889, -0.112], [-0.258, 0.781, 0.356]], "de_lowest_kcal_mol": 106.3, "e_lumo_ev": [-1.708, -1.707], "e_tot_ev": -11224.194, "e_homo_ha": [-0.386, -0.386]}

---

{"formula": "C2H2N2O3", "method": "the ωB97M-V functional and the def2-TZVPD basis", "species": ["C", "C", "N", "N", "O", "O", "O", "H", "H"], "xyz": [[0.814996, 1.011697, -0.133221], [-0.269555, -0.787991, -0.082845], [1.868783, 0.497242, 0.191010], [-1.383005, -0.245091, 0.148382], [-0.027847, 1.822017, -0.085334], [0.321528, -1.771715, -0.146060], [2.501323, -0.585112, 0.049913], [-1.515744, 0.799942, 0.160793], [-2.310483, -0.740990, -0.102634]], "forces_ev_per_a": [[-3.417, -2.675, -0.309], [2.114, 2.940, -0.483], [5.634, -0.307, 0.853], [-6.798, 0.683, -0.242], [0.002, 2.823, -0.124], [0.601, -3.480, -0.384], [-0.917, 1.047, 0.047], [0.817, -1.633, -0.228], [1.964, 0.600, 0.869]], "de_lowest_kcal_mol": 31.4, "e_lumo_ev": [0.704, -1.846], "multiplicity": 3, "e_tot_ev": -11223.252, "e_homo_ha": [-0.271, -0.347], "s_squared": 2.023}